C16H24N2O4S | ωB97M-V/def2-TZVPD

Last column: Mulliken charge in e.
Geometry (Å):
C  1.96434  1.15372  -0.16056  -0.248
H  -0.41342  3.97182  0.85298  0.472
C  -3.65094  0.60447  -0.74256  -1.238
H  -6.18618  0.04983  -0.37996  0.342
H  -4.02387  0.29217  1.35654  0.276
H  1.99903  4.12990  1.41238  0.423
C  1.31639  -0.99207  2.51276  -0.998
H  -1.69700  -0.00040  -0.38309  0.278
H  1.50893  -3.32941  0.30715  0.382
H  -4.13993  1.58062  -0.75143  0.444
C  3.54308  -3.43903  -0.45282  -1.040
N  -2.23559  0.82709  -0.58757  -0.086
N  2.30465  -1.42216  0.30804  0.331
C  0.62522  1.05908  -0.48049  -0.347
H  3.33340  -0.55023  1.86703  0.410
H  3.40651  -4.39673  -0.94857  0.402
H  -6.13312  -0.78464  1.18245  0.336
H  -3.83428  0.09169  -1.69255  0.273
C  -0.24186  2.07581  -0.09547  0.496
O  -3.41262  -1.45822  0.48605  -0.477
H  0.30254  0.19925  -1.04586  0.568
O  -2.37400  3.07469  -0.42682  -0.689
C  -4.17657  -0.25662  0.41880  0.519
H  1.54069  -0.95694  3.57566  0.432
H  0.55254  -1.74633  2.34099  0.253
H  4.01182  -3.61055  0.51375  0.278
C  2.47400  2.23958  0.52289  -0.262
H  3.52874  2.26485  0.74730  0.554
H  -3.67123  -3.26416  -0.43498  0.284
C  -4.23525  -2.57766  0.20092  -0.467
C  1.61697  3.26729  0.88818  -0.737
H  0.92232  -0.02680  2.20534  0.160
C  2.58111  -1.33018  1.72625  -0.741
C  -1.71204  2.05530  -0.37970  0.270
H  -5.34138  -1.91024  -1.53565  0.248
O  4.35541  0.05764  -0.19410  -0.691
H  -6.35731  -2.67987  -0.30550  0.382
C  0.27111  3.18234  0.58042  -0.622
S  3.01176  -0.22599  -0.61909  1.209
H  -4.48184  -3.08997  1.14136  0.284
O  2.78350  -0.55256  -1.99540  -0.723
H  1.76079  -2.57426  -1.28397  0.376
H  3.00152  -2.27184  2.09072  0.407
H  4.20328  -2.81793  -1.05305  0.307
C  -5.63757  -0.67365  0.21788  -0.755
C  2.19884  -2.73326  -0.29718  -0.681
C  -5.49768  -2.03362  -0.46384  -0.595

As for the relative energy (zero: lowest compared OMol25 entry of this formula, charge and spin): 15.6 kcal/mol. The value obtained for the gap between HOMO and LUMO is 9.88 eV. Its SMILES is CCN(CC)S(=O)(=O)c1cccc(C(=O)NC[C@H]2CCCO2)c1. As for the net charge: 0. The highest occupied orbital energy comes out at -9.33 eV.

---

C19H43O2P3PdS | ωB97M-V/def2-TZVPD

Last column: Mulliken charge in e.
Geometry (Å):
C  2.90869  1.67846  0.02603  -1.271
O  0.10552  1.73749  -3.27311  0.022
H  4.52042  -0.18969  -1.21575  0.538
H  0.86051  -3.22497  -0.29544  -0.010
H  -2.79776  -0.66408  2.84444  0.416
H  -1.70092  -2.35709  4.78058  0.486
C  0.82657  0.86414  -5.45030  -0.339
H  1.06906  0.15036  -7.48919  0.461
C  -1.80757  -0.25968  3.09834  -0.998
C  -1.30359  -2.82417  3.87144  -1.036
P  2.19035  0.09385  -0.52094  1.376
H  2.41536  2.55112  -0.39213  0.347
H  -1.79838  0.06711  4.14759  0.520
H  -1.98622  2.54284  -1.86751  -0.175
C  -2.78649  1.84722  -1.58694  -0.728
H  -0.51105  -3.53993  4.12668  0.408
Pd  0.04013  -0.57563  -1.67367  -0.698
H  -3.64548  1.95686  -2.26071  0.481
H  -1.36238  -4.58059  -2.84130  0.481
H  1.82326  -2.41503  -4.24441  0.341
H  1.32251  -4.54883  -1.41752  0.530
C  0.83266  -2.89408  -4.19138  -1.202
H  -3.00800  -1.28056  -3.59330  0.259
H  -2.81612  0.46336  -3.95311  0.356
C  0.00605  4.01028  0.31978  -0.563
C  -1.46674  -3.54568  -2.50364  -1.043
H  1.05879  3.09053  -1.30447  -0.255
C  -3.00146  -0.82786  -0.37709  -0.929
C  3.54242  -0.46993  -1.63618  -1.464
C  -3.18268  -0.26556  -3.22371  -1.274
C  0.49120  0.78135  -6.80206  -0.555
H  2.23622  -3.00962  -1.39524  0.197
C  -0.60375  1.50067  -7.28814  -0.523
P  -2.22861  0.12200  -1.70469  1.073
H  3.97116  1.71324  -0.23330  0.411
H  3.42602  0.02296  -2.61198  0.368
S  -0.55350  -1.53611  2.87776  0.766
H  2.40254  -0.13620  1.85078  0.496
H  3.58306  -1.19868  1.03756  0.438
H  -1.46326  3.30413  -4.51636  0.461
H  0.37390  0.81910  -2.88190  0.177
H  -2.03710  3.09646  -6.91708  0.439
C  -0.90487  2.62378  -5.17383  -0.203
H  -0.46537  3.98721  -1.76137  0.340
H  -0.95102  1.33896  -8.31577  0.484
H  -3.98720  -1.14423  -0.74090  0.487
H  -2.09163  -3.31379  3.28556  0.371
H  0.92637  -3.96440  -4.46107  0.475
H  -3.11571  2.05221  -0.56178  0.474
C  2.54863  -0.83042  1.01540  -1.223
H  1.84860  -1.65716  1.14842  0.093
H  2.82586  1.76925  1.11137  0.447
H  -0.90284  4.51161  0.66016  0.303
C  1.23806  -3.46484  -1.29936  -0.876
C  -1.22991  2.48295  -6.51310  -0.475
H  -4.24908  -0.07784  -3.04805  0.510
H  0.18267  -2.36923  -4.91325  0.335
C  0.03378  1.72173  -4.63746  0.709
C  0.19696  3.68241  -0.96679  -0.044
O  -0.57017  -1.99102  1.43629  -0.255
P  0.13819  -2.70259  -2.50563  0.900
H  -1.56197  0.59646  2.45489  0.308
H  -2.38322  -1.70825  -0.14599  0.054
H  -3.07431  -0.19878  0.51810  0.288
H  0.71465  3.72462  1.10469  0.262
H  3.52644  -1.55203  -1.80486  0.356
H  -1.92585  -3.51297  -1.50897  0.257
H  -2.12534  -3.02008  -3.20230  0.221
H  1.68527  0.30828  -5.06301  0.616

As for the relative energy (zero: lowest compared OMol25 entry of this formula, charge and spin): 19.1 kcal/mol. The expectation value of S² is 6.031. The value obtained for the gap between HOMO and LUMO (alpha / beta) is 8.58 / 4.09 eV. As for the net charge: +4. The multiplicity is 5. The highest occupied orbital energy (alpha / beta) comes out at -19.64 / -19.67 eV.

---

C3H5FOS | ωB97M-V/def2-TZVPD

Last column: Mulliken charge in e.
Geometry (Å):
S  0.87345  0.37592  0.53483  0.026
H  -0.57652  2.13752  1.84300  0.285
H  0.54925  -0.63534  -2.74091  0.287
H  0.02632  -1.86630  -1.77285  0.241
H  0.19798  0.95770  3.00997  0.286
C  0.47955  -0.91926  -1.70298  -0.238
O  -1.56777  0.01004  -0.75924  -0.565
F  1.80510  -1.27987  -1.21267  -0.313
H  -1.21040  0.14778  1.54997  0.224
C  -0.27508  1.09570  1.87030  -0.729
C  -0.30189  -0.02389  -0.61941  0.496

As for the relative energy (zero: lowest compared OMol25 entry of this formula, charge and spin): 51.7 kcal/mol. The value obtained for the gap between HOMO and LUMO is 10.64 eV. As for the net charge: 0. The highest occupied orbital energy comes out at -10.06 eV.

---

In eV/A, the max |F| values for the records above are, in order, 1.1 2.2 5.0.